The following is a quantum chemistry calculation of a 22-piece molecular cluster, C72H199N11O22 overall at a distorted geometry, from the Open Molecules 2025 dataset.

CARTESIAN COORDINATES (ANGSTROEM)
C: 3.072 0.165 -5.904
C: 3.960 -0.718 -5.041
O: 5.304 -0.610 -5.309
H: 2.007 0.020 -5.725
H: 3.263 -0.101 -6.965
H: 3.359 1.224 -5.794
H: 3.656 -1.754 -5.086
H: 3.809 -0.397 -3.981
H: 5.559 0.266 -4.960
C: 5.429 -2.436 -2.507
C: 5.547 -3.948 -2.517
O: 6.826 -4.489 -2.791
H: 4.438 -2.071 -2.243
H: 5.721 -2.056 -3.501
H: 6.141 -2.039 -1.783
H: 4.805 -4.355 -3.211
H: 5.248 -4.268 -1.499
H: 7.501 -3.898 -2.421
C: 3.601 7.595 -1.332
C: 3.986 6.346 -2.095
O: 5.201 5.733 -1.658
H: 3.473 7.362 -0.264
H: 2.714 8.044 -1.786
H: 4.381 8.359 -1.389
H: 4.187 6.609 -3.145
H: 3.176 5.590 -2.075
H: 5.063 5.244 -0.834
C: -2.439 -2.356 -2.974
C: -2.530 -3.383 -1.885
O: -2.215 -4.673 -2.410
H: -3.106 -2.574 -3.804
H: -1.401 -2.313 -3.346
H: -2.759 -1.404 -2.578
H: -3.498 -3.356 -1.399
H: -1.785 -3.140 -1.126
H: -2.152 -5.388 -1.770
C: 1.985 3.850 -5.539
C: 1.347 3.582 -6.877
O: -0.106 3.760 -6.847
H: 1.685 3.182 -4.732
H: 1.796 4.871 -5.232
H: 3.070 3.729 -5.642
H: 1.580 2.556 -7.210
H: 1.790 4.254 -7.631
H: -0.464 3.725 -7.741
C: 1.680 0.060 3.616
C: 2.741 0.412 4.676
C: 2.102 1.067 5.883
O: 1.566 2.363 5.561
C: 2.505 3.361 5.660
N: 3.540 -0.760 5.109
H: 2.135 -0.569 2.844
H: 1.198 0.874 3.089
H: 0.892 -0.566 4.036
H: 3.413 1.197 4.340
H: 2.840 1.180 6.691
H: 1.226 0.448 6.188
H: 1.983 4.275 5.369
H: 3.365 3.232 4.986
H: 2.872 3.485 6.686
H: 3.831 -1.245 4.273
H: 3.019 -1.426 5.661
C: 0.135 -6.783 4.236
C: 0.124 -8.259 3.857
C: 1.586 -8.727 3.490
O: 2.063 -7.896 2.431
C: 3.334 -8.300 1.985
N: -0.413 -9.137 4.916
H: -0.890 -6.463 4.409
H: 0.629 -6.219 3.446
H: 0.687 -6.623 5.183
H: -0.521 -8.406 2.982
H: 1.533 -9.781 3.153
H: 2.234 -8.699 4.388
H: 3.395 -9.389 1.816
H: 4.024 -8.048 2.811
H: 3.625 -7.712 1.123
H: -1.392 -9.265 4.685
H: -0.368 -8.648 5.797
C: -2.661 1.013 3.323
C: -2.280 0.002 4.427
C: -2.345 0.596 5.810
O: -3.728 0.926 6.067
C: -3.776 1.647 7.263
N: -3.127 -1.198 4.371
H: -3.566 1.591 3.528
H: -2.779 0.537 2.356
H: -1.848 1.732 3.194
H: -1.233 -0.303 4.307
H: -1.661 1.431 6.016
H: -2.143 -0.203 6.537
H: -4.824 1.856 7.531
H: -3.212 2.599 7.215
H: -3.320 1.094 8.106
H: -2.790 -1.832 5.117
H: -4.089 -0.954 4.527
C: -6.119 3.548 -5.522
C: -6.882 3.433 -4.211
C: -6.257 2.542 -3.198
O: -6.230 1.217 -3.641
C: -5.578 0.371 -2.779
N: -6.951 4.833 -3.666
H: -5.243 4.160 -5.341
H: -6.740 4.080 -6.243
H: -5.781 2.606 -5.972
H: -7.908 3.092 -4.401
H: -6.797 2.527 -2.236
H: -5.239 2.924 -2.971
H: -4.537 0.690 -2.716
H: -5.689 -0.642 -3.162
H: -5.922 0.413 -1.748
H: -7.665 4.882 -2.967
H: -7.275 5.392 -4.446
C: 2.306 -5.844 -5.270
C: 0.976 -5.262 -4.815
C: 0.181 -4.706 -6.022
O: 0.752 -3.638 -6.693
C: 0.032 -3.289 -7.849
N: 0.201 -6.354 -4.202
H: 2.840 -6.262 -4.413
H: 2.943 -5.070 -5.691
H: 2.153 -6.691 -5.945
H: 1.104 -4.402 -4.135
H: -0.750 -4.342 -5.550
H: 0.008 -5.591 -6.689
H: -0.207 -4.160 -8.483
H: 0.585 -2.551 -8.440
H: -0.919 -2.866 -7.476
H: -0.699 -6.064 -3.854
H: 0.736 -6.705 -3.406
C: -2.465 1.733 -0.699
C: -3.255 2.556 0.318
C: -3.239 4.072 0.019
O: -3.927 4.700 1.078
C: -3.874 6.126 0.974
N: -4.590 2.069 0.373
H: -1.397 2.018 -0.621
H: -2.872 1.818 -1.714
H: -2.666 0.688 -0.393
H: -2.699 2.453 1.271
H: -3.730 4.222 -0.948
H: -2.237 4.557 -0.044
H: -4.341 6.442 0.032
H: -2.834 6.466 0.955
H: -4.421 6.555 1.820
H: -4.588 1.067 0.528
H: -5.181 2.494 1.070
C: 1.467 -4.639 1.257
C: 2.472 -4.433 0.105
C: 1.900 -4.873 -1.233
O: 1.630 -6.287 -1.249
C: 2.744 -7.135 -1.520
N: 2.933 -3.003 0.071
H: 1.003 -5.631 1.258
H: 0.677 -3.889 1.166
H: 1.977 -4.466 2.201
H: 3.358 -5.058 0.315
H: 2.554 -4.608 -2.077
H: 0.899 -4.415 -1.339
H: 2.333 -8.131 -1.550
H: 3.535 -7.038 -0.767
H: 3.199 -6.901 -2.503
H: 2.247 -2.337 -0.274
H: 3.012 -2.616 1.009
C: -2.467 4.511 4.439
C: -1.262 5.457 4.797
C: -0.688 6.012 3.559
O: 0.405 6.954 3.843
C: 0.798 7.628 2.702
N: -1.755 6.449 5.764
H: -3.458 4.979 4.440
H: -2.535 3.681 5.139
H: -2.298 4.047 3.452
H: -0.439 4.920 5.318
H: -1.459 6.503 2.954
H: -0.264 5.195 2.971
H: 1.235 7.030 1.905
H: 1.496 8.421 2.984
H: -0.094 8.140 2.267
H: -2.637 6.824 5.375
H: -1.141 7.252 5.861
C: 0.228 -3.141 5.237
C: 0.213 -2.539 6.632
C: -0.813 -3.227 7.496
O: -2.116 -2.924 6.888
C: -3.181 -3.329 7.727
N: 1.604 -2.541 7.154
H: 0.844 -4.048 5.245
H: 0.730 -2.451 4.549
H: -0.756 -3.421 4.878
H: -0.089 -1.487 6.573
H: -0.877 -2.905 8.541
H: -0.714 -4.342 7.496
H: -4.035 -3.440 7.052
H: -3.465 -2.570 8.470
H: -3.029 -4.284 8.226
H: 1.598 -2.278 8.129
H: 1.951 -3.509 7.125
C: 1.112 -0.819 -2.494
C: 0.640 0.335 -1.625
C: 1.175 0.256 -0.199
O: 0.847 -0.923 0.423
C: -0.497 -1.036 0.822
N: 1.104 1.589 -2.303
H: 2.199 -0.962 -2.355
H: 0.889 -0.639 -3.547
H: 0.612 -1.764 -2.223
H: -0.463 0.373 -1.592
H: 0.794 1.121 0.391
H: 2.288 0.307 -0.269
H: -0.611 -1.921 1.436
H: -1.107 -1.121 -0.073
H: -0.820 -0.155 1.383
H: 2.099 1.540 -2.462
H: 0.643 1.653 -3.200
C: -2.967 7.956 -4.032
C: -3.566 6.514 -3.842
C: -2.429 5.488 -3.812
O: -1.694 5.766 -2.669
C: -0.646 4.944 -2.336
N: -4.404 6.473 -2.650
H: -3.849 8.616 -4.033
H: -2.440 7.961 -4.977
H: -2.282 8.181 -3.194
H: -4.184 6.185 -4.712
H: -1.783 5.566 -4.722
H: -2.781 4.449 -3.669
H: 0.202 5.006 -3.042
H: -0.996 3.895 -2.380
H: -0.354 5.137 -1.293
H: -3.694 6.433 -1.925
H: -5.069 5.709 -2.683
C: 4.318 2.108 1.534
C: 3.551 3.284 0.911
C: 2.331 3.759 1.721
O: 4.506 4.348 0.732
H: 5.176 1.909 0.895
H: 3.743 1.194 1.716
H: 4.741 2.352 2.520
H: 3.173 3.070 -0.089
H: 1.972 4.632 1.160
H: 2.643 4.054 2.718
H: 1.550 2.984 1.723
H: 4.734 4.705 1.602
C: -3.154 1.554 -5.248
C: -1.895 0.814 -4.932
C: -1.411 -0.236 -5.908
O: -0.828 1.812 -4.658
H: -4.076 0.965 -5.334
H: -2.959 2.186 -6.125
H: -3.280 2.241 -4.421
H: -2.060 0.300 -3.963
H: -0.417 -0.515 -5.497
H: -1.263 0.220 -6.894
H: -2.066 -1.111 -6.023
H: -0.691 2.354 -5.462
C: 4.439 2.407 -2.810
C: 5.685 3.044 -3.343
C: 6.877 2.981 -2.407
O: 6.044 2.294 -4.520
H: 4.589 1.407 -2.391
H: 3.837 2.345 -3.716
H: 3.875 3.077 -2.171
H: 5.492 4.112 -3.572
H: 7.652 3.631 -2.805
H: 7.237 1.946 -2.363
H: 6.661 3.375 -1.409
H: 6.896 2.621 -4.847
C: -6.402 -2.636 0.118
C: -5.839 -1.320 0.664
C: -5.933 -1.188 2.211
O: -4.459 -1.129 0.301
H: -5.895 -3.506 0.549
H: -6.191 -2.602 -0.947
H: -7.481 -2.657 0.286
H: -6.396 -0.501 0.194
H: -5.202 -1.880 2.630
H: -6.912 -1.387 2.624
H: -5.597 -0.175 2.444
H: -3.901 -1.706 0.843
C: 6.117 -0.726 2.907
C: 5.363 -1.714 1.951
C: 6.386 -2.639 1.257
O: 4.406 -2.467 2.704
H: 5.370 -0.054 3.336
H: 6.859 -0.166 2.347
H: 6.524 -1.317 3.723
H: 4.741 -1.258 1.180
H: 6.892 -3.190 2.059
H: 7.076 -2.036 0.658
H: 5.788 -3.286 0.620
H: 4.757 -3.365 2.787
C: -3.735 -4.664 3.506
C: -2.576 -4.290 2.541
C: -2.555 -5.124 1.244
O: -2.767 -2.891 2.215
H: -3.731 -5.694 3.903
H: -4.709 -4.536 3.021
H: -3.703 -3.918 4.315
H: -1.608 -4.490 3.061
H: -3.406 -4.876 0.590
H: -2.410 -6.184 1.478
H: -1.645 -4.754 0.783
H: -2.945 -2.331 2.995

HOMO	-8.5642	eV
LUMO	0.27	eV
charge	0
calculated total energy	-5119.98924	Ha

***

The following is a quantum chemistry calculation of a 12-piece molecular cluster, C72H60F12 overall at a distorted geometry, from the Open Molecules 2025 dataset.

CARTESIAN COORDINATES (ANGSTROEM)
F: -5.967 -0.899 -8.331
C: -6.927 -0.194 -7.690
C: -8.220 -0.128 -8.193
C: -9.204 0.526 -7.516
C: -8.858 1.067 -6.235
C: -7.572 0.962 -5.685
C: -6.564 0.254 -6.418
H: -8.448 -0.583 -9.145
H: -10.176 0.518 -7.987
H: -9.578 1.631 -5.661
H: -7.268 1.423 -4.757
H: -5.560 -0.005 -6.115
F: 7.175 1.719 6.574
C: 8.269 2.447 6.813
C: 9.476 2.310 6.123
C: 10.656 2.920 6.591
C: 10.608 3.817 7.668
C: 9.389 4.000 8.347
C: 8.246 3.304 7.934
H: 9.578 1.619 5.300
H: 11.559 2.783 6.014
H: 11.532 4.282 7.980
H: 9.352 4.602 9.242
H: 7.350 3.385 8.532
F: -8.990 4.745 1.182
C: -8.584 3.474 0.965
C: -9.550 2.584 0.546
C: -9.076 1.296 0.196
C: -7.698 0.965 0.358
C: -6.859 1.875 0.960
C: -7.238 3.143 1.192
H: -10.579 2.861 0.370
H: -9.673 0.541 -0.293
H: -7.386 -0.045 0.136
H: -5.812 1.637 1.080
H: -6.620 3.950 1.557
F: -1.784 9.046 5.874
C: -0.989 8.338 5.089
C: 0.188 8.921 4.542
C: 1.066 8.041 3.930
C: 0.737 6.761 3.589
C: -0.478 6.243 4.079
C: -1.320 7.001 4.904
H: 0.360 9.985 4.606
H: 2.015 8.442 3.607
H: 1.332 6.124 2.951
H: -0.754 5.253 3.749
H: -2.281 6.601 5.189
F: 4.036 -5.909 -7.362
C: 3.166 -5.240 -8.176
C: 1.803 -5.270 -7.856
C: 0.901 -4.571 -8.670
C: 1.353 -3.853 -9.776
C: 2.653 -3.839 -10.111
C: 3.561 -4.546 -9.325
H: 1.451 -5.735 -6.947
H: -0.163 -4.483 -8.507
H: 0.679 -3.256 -10.372
H: 2.875 -3.302 -11.022
H: 4.602 -4.516 -9.612
F: 0.093 -1.554 -1.692
C: 0.518 -1.723 -0.474
C: 1.173 -2.921 -0.125
C: 1.830 -3.042 1.077
C: 1.855 -1.977 1.959
C: 1.127 -0.806 1.685
C: 0.468 -0.665 0.444
H: 1.221 -3.639 -0.930
H: 2.488 -3.887 1.216
H: 2.523 -1.968 2.807
H: 1.334 0.037 2.327
H: -0.022 0.273 0.228
F: 1.035 5.727 12.101
C: 1.156 4.495 11.547
C: 0.926 3.414 12.355
C: 0.893 2.086 11.865
C: 1.309 1.894 10.540
C: 1.520 2.977 9.692
C: 1.428 4.278 10.225
H: 0.626 3.578 13.379
H: 0.591 1.317 12.561
H: 1.380 0.843 10.302
H: 1.839 2.844 8.669
H: 1.695 5.158 9.658
F: -9.240 -5.426 -3.386
C: -8.273 -5.706 -2.491
C: -8.552 -6.461 -1.358
C: -7.483 -6.670 -0.465
C: -6.183 -6.181 -0.725
C: -5.944 -5.611 -1.959
C: -6.962 -5.344 -2.792
H: -9.523 -6.780 -1.011
H: -7.637 -7.101 0.514
H: -5.396 -6.206 0.014
H: -4.979 -5.265 -2.299
H: -6.756 -4.812 -3.709
F: -1.494 5.265 -10.079
C: -0.585 4.688 -9.236
C: -0.576 3.335 -8.901
C: 0.362 2.873 -7.951
C: 1.161 3.793 -7.259
C: 1.280 5.125 -7.702
C: 0.426 5.506 -8.718
H: -1.327 2.721 -9.377
H: 0.273 1.858 -7.595
H: 1.880 3.415 -6.547
H: 2.097 5.733 -7.341
H: 0.561 6.523 -9.055
F: -5.745 9.154 -4.730
C: -4.923 8.467 -3.924
C: -4.483 7.200 -4.345
C: -3.709 6.415 -3.518
C: -3.390 6.983 -2.252
C: -3.872 8.231 -1.834
C: -4.631 8.984 -2.666
H: -4.901 6.814 -5.263
H: -3.402 5.411 -3.771
H: -2.876 6.403 -1.500
H: -3.626 8.510 -0.820
H: -4.942 9.993 -2.437
F: 6.757 -13.189 -2.013
C: 5.934 -12.272 -1.433
C: 5.708 -11.063 -2.067
C: 4.805 -10.208 -1.487
C: 4.103 -10.502 -0.320
C: 4.342 -11.733 0.300
C: 5.294 -12.614 -0.217
H: 6.226 -10.841 -2.988
H: 4.640 -9.242 -1.939
H: 3.400 -9.744 -0.007
H: 3.702 -11.994 1.130
H: 5.453 -13.587 0.225
F: 5.670 -5.719 5.739
C: 6.885 -5.180 5.798
C: 7.313 -4.308 6.838
C: 8.605 -3.815 6.840
C: 9.489 -4.318 5.929
C: 9.103 -5.156 4.855
C: 7.788 -5.525 4.770
H: 6.617 -3.993 7.601
H: 8.987 -3.089 7.544
H: 10.500 -3.939 5.950
H: 9.789 -5.427 4.067
H: 7.463 -6.142 3.945

HOMO	-9.0728	eV
LUMO	0.16	eV
charge	0
calculated total energy	-3977.84290	Ha
SMILES	Fc1ccccc1.Fc1ccccc1.Fc1ccccc1.Fc1ccccc1.Fc1ccccc1.Fc1ccccc1.Fc1ccccc1.Fc1ccccc1.Fc1ccccc1.Fc1ccccc1.Fc1ccccc1.Fc1ccccc1